a.
Molecular formula: C36H30AsBrFN3O10PSTl
Method: DFT, ωB97M-V with the def2-TZVPD basis set

Results
HOMO: -3.3826 eV

```
! wB97M-V def2-TZVPD RIJCOSX def2/J DEFGRID3
* xyz -2 1
Tl -1.57 -0.63 2.21
C 3.88 -1.96 0.10
C 3.26 -1.43 1.37
C 3.94 -1.42 2.58
C 3.32 -0.94 3.72
C 2.03 -0.47 3.58
Br 1.13 0.26 5.10
N 1.36 -0.46 2.46
C 1.95 -0.95 1.38
H 4.91 -2.26 0.27
H 3.86 -1.20 -0.68
H 3.33 -2.83 -0.26
H 4.95 -1.80 2.64
H 3.82 -0.92 4.68
H 1.34 -0.95 0.48
O -0.62 -1.94 -2.56
As -1.88 -1.63 -1.30
O -2.66 -3.05 -1.04
O -0.91 -1.00 -0.09
C -2.89 -0.33 -2.34
C -2.83 -0.49 -3.73
C -3.52 0.35 -4.58
C -4.29 1.38 -4.05
C -4.37 1.55 -2.68
C -3.69 0.69 -1.82
S -3.93 0.92 -0.06
O -2.86 1.81 0.38
O -5.25 1.50 0.06
O -3.80 -0.43 0.47
H 0.20 -1.96 -2.06
H -2.21 -1.28 -4.13
H -3.46 0.21 -5.65
H -4.83 2.05 -4.71
H -4.99 2.32 -2.24
C -1.30 6.42 2.37
C -2.08 5.29 2.51
C -1.63 4.06 2.03
C -0.40 3.97 1.39
C 0.38 5.12 1.24
C -0.07 6.34 1.73
P 0.11 2.31 0.78
C 1.95 2.54 0.85
C 2.52 2.49 2.13
C 3.89 2.59 2.30
C 4.72 2.72 1.20
C 4.17 2.76 -0.07
C 2.79 2.68 -0.24
C -0.20 2.46 -1.01
C -0.88 3.53 -1.59
C -1.13 3.54 -2.96
C -0.70 2.49 -3.76
C -0.04 1.41 -3.19
C 0.20 1.40 -1.82
H -1.65 7.38 2.75
H -3.05 5.35 3.00
H -2.25 3.18 2.11
H 1.34 5.05 0.75
H 0.54 7.22 1.61
H 1.87 2.37 2.99
H 4.31 2.54 3.30
H 5.79 2.78 1.33
H 4.81 2.86 -0.94
H 2.37 2.71 -1.24
H -1.24 4.33 -0.97
H -1.68 4.36 -3.39
H -0.92 2.49 -4.82
H 0.24 0.56 -3.79
H 0.66 0.53 -1.37
F -3.00 -7.51 -0.66
C -1.73 -7.14 -0.41
C -1.45 -5.90 0.02
N -0.16 -5.50 0.27
C 0.05 -4.18 0.87
C -0.44 -4.09 2.33
O -0.98 -5.09 2.82
O -0.23 -2.96 2.85
C 0.90 -6.34 0.10
O 2.07 -6.04 0.29
N 0.56 -7.60 -0.35
C -0.70 -8.12 -0.63
O -0.83 -9.27 -1.01
H -2.21 -5.15 0.16
H -0.47 -3.43 0.28
H 1.12 -3.97 0.84
H 1.34 -8.23 -0.48
*
```

Atomic partial charges in e from the Löwdin method, atoms 1 to 6:
1 Tl 0.873
2 C -0.037
3 C -0.238
4 C -0.028
5 C -0.105
6 C -0.765



b.
Molecular formula: C36H30AsBrFN3O10PSTl
Method: DFT, ωB97M-V with the def2-TZVPD basis set

Results
HOMO: -3.8765 eV

```
! wB97M-V def2-TZVPD RIJCOSX def2/J DEFGRID3
* xyz -2 1
Tl 0.82 -0.41 2.22
C 3.32 -0.35 -3.62
C 3.23 0.57 -2.44
C 3.72 0.19 -1.19
C 3.58 1.03 -0.10
C 2.96 2.25 -0.33
Br 2.68 3.43 1.13
N 2.51 2.65 -1.50
C 2.64 1.81 -2.53
H 4.35 -0.65 -3.81
H 2.92 0.12 -4.52
H 2.75 -1.27 -3.43
H 4.21 -0.77 -1.06
H 3.91 0.71 0.88
H 2.22 2.16 -3.47
O -1.06 0.59 5.97
As -2.06 0.40 4.53
O -3.35 1.40 4.64
O -1.10 0.56 3.17
C -2.74 -1.43 4.69
C -4.12 -1.48 4.88
C -4.78 -2.69 5.05
C -4.06 -3.87 5.03
C -2.69 -3.84 4.84
C -2.03 -2.63 4.67
S -0.26 -2.75 4.35
O 0.35 -1.55 4.94
O 0.15 -3.99 4.96
O -0.15 -2.73 2.89
H -0.36 -0.08 5.88
H -4.65 -0.54 4.91
H -5.85 -2.70 5.20
H -4.56 -4.82 5.16
H -2.10 -4.75 4.84
C -0.88 7.09 -1.60
C -2.06 6.44 -1.26
C -2.05 5.09 -0.93
C -0.86 4.37 -0.92
C 0.32 5.04 -1.25
C 0.31 6.38 -1.59
P -0.72 2.61 -0.44
C -2.48 2.16 -0.19
C -2.93 2.11 1.13
C -4.25 1.81 1.42
C -5.14 1.56 0.39
C -4.71 1.59 -0.94
C -3.38 1.89 -1.22
C -0.38 1.82 -2.07
C -0.44 2.46 -3.30
C -0.13 1.77 -4.47
C 0.24 0.44 -4.41
C 0.31 -0.21 -3.19
C 0.01 0.48 -2.03
H -0.89 8.14 -1.86
H -3.00 6.99 -1.26
H -2.98 4.60 -0.67
H 1.26 4.49 -1.23
H 1.24 6.88 -1.84
H -2.23 2.25 1.94
H -4.55 1.75 2.46
H -6.17 1.31 0.60
H -5.40 1.38 -1.74
H -3.04 1.91 -2.25
H -0.73 3.50 -3.35
H -0.18 2.29 -5.42
H 0.49 -0.09 -5.32
H 0.63 -1.25 -3.13
H 0.09 -0.02 -1.07
F 4.65 -7.22 -0.96
C 3.87 -6.17 -1.29
C 3.58 -5.22 -0.39
N 2.77 -4.16 -0.68
C 2.61 -3.12 0.35
C 3.97 -2.48 0.76
O 4.97 -2.85 0.13
O 3.85 -1.63 1.66
C 2.33 -3.94 -1.95
O 1.68 -2.96 -2.31
N 2.64 -4.94 -2.86
C 3.40 -6.09 -2.65
O 3.61 -6.88 -3.56
H 3.97 -5.26 0.61
H 2.11 -3.54 1.22
H 1.97 -2.35 -0.07
H 2.30 -4.80 -3.79
*
```

Atomic partial charges in e from the Löwdin method, atoms 1 to 6:
1 Tl 0.943
2 C -0.046
3 C -0.242
4 C 0.009
5 C -0.104
6 C -0.745



Order from most stable to least stable according to the calculation: b, a



a.
Molecular formula: C4H10N2S
Method: DFT, ωB97M-V with the def2-TZVPD basis set

Results
HOMO: -8.8325 eV

```
! wB97M-V def2-TZVPD RIJCOSX def2/J DEFGRID3
* xyz 0 1
C 0.03 -1.39 0.93
C 0.85 -1.09 -0.19
C 0.37 -0.10 -1.21
C -0.78 0.74 -0.84
H 0.01 -0.72 2.88
H 1.31 0.52 1.31
H 0.39 -2.28 1.54
H -1.10 -1.36 0.46
H 1.99 -1.30 0.00
H 1.08 0.53 -1.62
H -1.38 0.88 -1.90
H -1.52 0.09 -0.22
H -0.28 2.12 0.55
H -0.89 3.19 -0.98
N -0.02 -0.13 1.75
N -0.42 2.19 -0.54
S 0.35 -1.89 -1.92
*
```

Atomic partial charges in e from the Löwdin method, atoms 1 to 6:
1 C -0.438
2 C -0.587
3 C -0.573
4 C -0.354
5 H 0.165
6 H 0.247



b.
Molecular formula: C4H10N2S
Method: DFT, ωB97M-V with the def2-TZVPD basis set

Results
HOMO: -9.3430 eV
structure (SMILES): C/N=C(/C)N(C)S

```
! wB97M-V def2-TZVPD RIJCOSX def2/J DEFGRID3
* xyz 0 1
C 0.26 -0.35 -2.48
C -0.37 -0.77 -0.27
C -0.94 -1.69 0.71
C -0.35 1.72 -0.30
H 0.54 -1.10 -3.23
H 1.20 -0.04 -1.91
H -0.21 0.64 -2.93
H -0.29 -1.95 1.61
H -1.13 -2.62 0.15
H -1.93 -1.37 1.32
H -1.08 2.07 0.44
H -0.80 1.58 -1.28
H 0.43 2.40 -0.51
H -0.25 0.80 2.47
N -0.53 -1.17 -1.48
N 0.27 0.44 0.14
S 0.86 0.70 1.70
*
```

Atomic partial charges in e from the Löwdin method, atoms 1 to 6:
1 C -0.126
2 C -0.510
3 C -0.094
4 C -0.152
5 H 0.058
6 H 0.083



Order from most stable to least stable according to the calculation: b, a



a.
Molecular formula: C4H10N2S
Method: DFT, ωB97M-V with the def2-TZVPD basis set

Results
HOMO: -7.9035 eV
structure (SMILES): CC(C)S/C=N/N

```
! wB97M-V def2-TZVPD RIJCOSX def2/J DEFGRID3
* xyz 0 1
C 1.23 1.21 -0.57
C 1.16 -0.15 0.22
C 2.51 -0.90 0.12
C -1.58 -0.41 0.15
H 1.84 1.84 -0.01
H 1.42 1.19 -1.61
H 0.34 1.75 -0.52
H 0.86 0.13 1.24
H 2.48 -1.95 0.52
H 3.18 -0.29 0.71
H 2.92 -0.90 -0.92
H -1.45 0.22 1.03
H -3.70 0.50 0.82
H -4.63 -0.48 -0.17
N -2.67 -0.65 -0.52
N -3.81 0.05 -0.01
S -0.10 -1.16 -0.49
*
```

Atomic partial charges in e from the Löwdin method, atoms 1 to 6:
1 C -0.122
2 C -0.730
3 C -0.141
4 C -0.492
5 H 0.054
6 H 0.071



b.
Molecular formula: C4H10N2S
Method: DFT, ωB97M-V with the def2-TZVPD basis set

Results
HOMO: -8.8121 eV

```
! wB97M-V def2-TZVPD RIJCOSX def2/J DEFGRID3
* xyz 0 1
C 0.90 1.23 0.45
C -0.32 0.93 1.36
C -1.06 0.21 0.07
C 0.02 0.94 -0.81
H 2.92 0.64 0.11
H 2.22 -0.04 1.66
H 1.33 2.17 0.47
H -0.91 1.80 1.60
H -0.16 0.36 2.34
H -2.13 0.47 -0.12
H 0.01 -1.93 0.75
H -0.46 1.98 -1.09
H -0.42 -0.64 -2.42
H 1.43 -0.79 -1.44
N 1.95 0.12 0.60
N 0.62 0.04 -1.95
S -1.19 -1.57 0.07
*
```

Atomic partial charges in e from the Löwdin method, atoms 1 to 6:
1 C -0.375
2 C -0.128
3 C -0.652
4 C -0.385
5 H 0.167
6 H 0.102



Order from most stable to least stable according to the calculation: a, b